Computed, not measured: an isolated molecule of C17H17N3O3S2, with ωB97M-V/def2-TZVPD.

Structure (XYZ):
```
42
Properties=species:S:1:pos:R:3:nbo_charge:R:1
C -2.713 -2.865 -0.118 -0.2596
H -2.887 -2.363 0.838 0.1930
H -3.670 -3.043 -0.607 0.2017
H -2.207 -3.820 0.052 0.1799
O -1.981 -2.052 -1.011 -0.4962
C -0.696 -1.747 -0.710 0.3277
C -0.070 -2.045 0.498 -0.2702
C 1.259 -1.702 0.684 -0.1677
C 1.959 -1.075 -0.324 -0.3764
C 1.349 -0.767 -1.527 -0.1561
C 0.023 -1.090 -1.716 -0.2572
H -0.484 -0.861 -2.640 0.2307
H 1.925 -0.282 -2.298 0.2368
S 3.693 -0.725 -0.121 2.3069
O 4.080 -0.980 1.239 -0.9466
O 4.416 -1.378 -1.174 -0.9399
N 3.799 0.925 -0.461 -0.8714
H 4.592 1.069 -1.069 0.4096
C 3.785 1.813 0.686 -0.2237
H 3.954 2.832 0.327 0.2027
C 2.443 1.714 1.405 -0.4541
C 1.270 1.861 0.492 0.1444
C 1.243 2.486 -0.721 -0.4376
S -0.316 2.393 -1.426 0.3903
C -0.849 1.503 -0.005 0.0807
N 0.085 1.326 0.867 -0.4399
C -2.202 1.031 0.140 -0.1471
C -2.594 0.389 1.321 0.0676
N -3.806 -0.086 1.519 -0.4228
C -4.705 0.058 0.556 0.0337
C -4.430 0.680 -0.653 -0.2519
C -3.157 1.172 -0.866 -0.1338
H -2.894 1.657 -1.796 0.2170
H -5.194 0.772 -1.409 0.2228
H -5.683 -0.350 0.769 0.1949
H -1.880 0.260 2.122 0.2153
H 2.037 2.979 -1.240 0.2400
H 2.397 2.480 2.184 0.2350
H 2.368 0.741 1.894 0.2439
H 4.579 1.551 1.397 0.2108
H 1.767 -1.927 1.609 0.2440
H -0.605 -2.537 1.293 0.2230
```

Computed properties:
LUMO   -0.001 Eh
Total charge   0
SMILES   COc1ccc(S(=O)(=O)NCCc2csc(-c3cccnc3)n2)cc1
Gap between HOMO and LUMO   8.4 eV
Energy above the lowest of the compared OMol25 structures with the same formula, charge and spin   134.6 kJ/mol

Computed, not measured: a cluster of 2 separate species, C17H17N4O10 in total, with ωB97M-V/def2-TZVPD.

Structure (XYZ):
```
48
Properties=species:S:1:pos:R:3:nbo_charge:R:1
C 5.772 -0.845 1.959 -0.6228
C 4.708 0.206 1.712 -0.0681
O 3.404 -0.317 1.778 -0.5067
C 2.483 0.638 1.431 0.7750
C 1.066 0.292 1.454 -0.5588
C 0.047 1.331 1.447 0.7600
O 0.325 2.502 1.232 -0.6638
O -1.246 0.953 1.684 -0.5269
C -2.144 2.036 1.617 -0.0668
C -3.559 1.547 1.855 -0.6224
C 0.679 -1.107 1.445 0.7592
O 1.531 -1.985 1.419 -0.6741
O -0.648 -1.439 1.416 -0.5261
C -0.800 -2.838 1.385 -0.0711
C -2.232 -3.252 1.641 -0.6225
O 2.859 1.758 1.112 -0.6518
H 6.782 -0.459 1.806 0.1989
H 5.707 -1.230 2.977 0.1998
H 5.629 -1.693 1.288 0.2100
H 4.756 1.019 2.451 0.1721
H 4.813 0.660 0.716 0.1827
H -1.827 2.783 2.358 0.1820
H -2.025 2.500 0.628 0.1734
H -4.307 2.335 1.762 0.2020
H -3.805 0.759 1.142 0.2041
H -3.644 1.109 2.851 0.2046
H -0.440 -3.177 0.403 0.1641
H -0.111 -3.253 2.135 0.1951
H -2.385 -4.325 1.526 0.2019
H -2.536 -2.975 2.652 0.2038
H -2.902 -2.737 0.952 0.2020
N -4.472 -0.195 -4.788 -0.2818
C -3.482 0.049 -4.230 0.2745
C -2.271 0.323 -3.597 -0.1863
C -1.980 1.548 -3.043 -0.0941
C -0.742 1.813 -2.428 0.0135
N -0.478 3.153 -1.950 0.5111
O -1.442 3.897 -1.730 -0.3831
O 0.696 3.516 -1.818 -0.3193
C 0.225 0.838 -2.333 -0.0987
C -0.067 -0.411 -2.867 0.0473
N 0.578 -1.633 -2.965 0.3964
O 1.727 -1.842 -2.503 -0.3691
O -0.151 -2.568 -3.605 -0.0622
N -1.280 -1.966 -3.934 -0.1359
C -1.268 -0.685 -3.509 0.1172
H -2.709 2.341 -3.090 0.2629
H 1.168 1.026 -1.843 0.2987
```

Computed properties:
LUMO   0.003 Eh
Total charge   -1
Gap between HOMO and LUMO   4.4 eV
Energy above the lowest of the compared OMol25 structures with the same formula, charge and spin   76.1 kJ/mol

Computed, not measured: a structure of composition C17H17N5O7OsS3, with ωB97M-V/def2-TZVPD.

Structure (XYZ):
```
50
Properties=species:S:1:pos:R:3:mulliken_spin:R:1
Os 0.338 -0.194 1.117 2.9762
C 2.260 -5.500 -0.033 -0.0047
C 2.928 -4.670 1.053 0.0107
N 3.311 -3.341 0.604 -0.0035
C 2.513 -2.267 0.547 0.0323
S 0.882 -2.449 1.169 0.1625
N 3.010 -1.172 0.032 -0.0070
N 2.136 -0.131 0.015 0.0186
C 2.505 0.995 -0.506 0.0173
C 3.855 1.222 -1.091 -0.0025
C 1.490 2.067 -0.550 0.0798
C 1.741 3.324 -1.072 0.0200
C 0.702 4.244 -1.125 -0.0058
C -0.550 3.883 -0.662 0.0048
C -0.720 2.612 -0.138 -0.0244
N 0.272 1.735 -0.098 0.0705
H 1.954 -6.467 0.368 -0.0002
H 2.943 -5.677 -0.865 0.0002
H 1.375 -4.996 -0.420 0.0040
H 3.838 -5.156 1.407 -0.0001
H 2.278 -4.564 1.922 0.0025
H 4.214 -3.214 0.175 0.0000
H 4.450 0.318 -1.039 0.0000
H 4.362 2.020 -0.544 0.0053
H 3.758 1.539 -2.131 0.0024
H 2.723 3.581 -1.439 0.0019
H 0.873 5.231 -1.533 0.0000
H -1.388 4.563 -0.698 0.0014
H -1.678 2.281 0.246 0.0030
O -3.912 0.149 -3.914 0.0013
S -3.162 0.901 -2.956 0.0011
O -2.897 2.288 -3.219 0.0036
N -1.746 0.139 -2.580 0.0287
C -1.728 -0.222 -1.335 0.0343
O -0.692 -0.726 -0.768 0.1653
C -2.976 0.064 -0.549 0.0092
C -3.282 -0.244 0.764 -0.0052
C -4.511 0.178 1.262 0.0089
C -5.409 0.875 0.462 -0.0004
C -5.109 1.164 -0.866 0.0012
C -3.886 0.742 -1.338 -0.0041
H -2.608 -0.805 1.396 -0.0116
H -4.775 -0.047 2.287 0.0001
H -6.357 1.189 0.879 0.0000
H -5.804 1.694 -1.503 0.0000
O 0.080 1.145 4.804 0.0083
S 0.575 0.609 3.588 0.0114
O 1.636 -0.376 3.607 0.0690
O -0.665 -0.139 2.769 0.1999
O 0.853 1.604 2.500 0.1138
```

Computed properties:
LUMO (spin up / spin down)   -0.053 / -0.098 Eh
Total charge   0
2S+1   5
⟨S²⟩   6.0231
Gap between HOMO and LUMO (spin up / spin down)   7.4 / 6.6 eV
Energy above the lowest of the compared OMol25 structures with the same formula, charge and spin   104.4 kJ/mol

Computed, not measured: an isolated molecule of C17H17NO4, with ωB97M-V/def2-TZVPD.

Structure (XYZ):
```
39
Properties=species:S:1:pos:R:3:nbo_charge:R:1
O 0.799 -2.245 -2.033 -0.5828
O -3.414 -2.197 1.947 -0.4013
O 0.662 2.292 -1.026 -0.5040
O 3.244 1.698 -2.025 -0.5181
C 0.323 -1.850 -1.066 0.6168
C -2.836 -4.168 0.800 -0.2553
C -3.991 -4.463 1.687 -0.3405
C -2.589 -2.813 1.029 0.1915
C -4.226 -3.241 2.296 0.3211
C -0.654 -2.622 -0.456 -0.2772
C -1.487 -2.068 0.496 -0.1418
C 2.714 5.205 0.343 -0.2243
C 3.937 4.897 -0.192 -0.2142
C 1.610 4.429 0.023 -0.2448
C 4.068 3.699 -0.908 -0.2735
C 1.656 3.192 -0.764 0.2189
C 2.975 2.873 -1.277 0.3025
N 0.793 -0.607 -0.571 -0.6732
C -5.312 -3.056 3.413 -0.6460
C 0.852 1.577 -2.255 -0.1076
C 2.186 -0.076 -0.931 -0.2313
C 2.146 0.764 -2.146 0.0509
H -2.265 -5.002 0.224 0.2482
H -4.277 -5.497 2.124 0.2456
H -0.859 -3.606 -0.881 0.2268
H -1.333 -1.193 0.997 0.2101
H 2.569 6.110 0.945 0.2159
H 4.746 5.612 -0.002 0.2180
H 0.736 4.783 0.417 0.2122
H 5.042 3.404 -1.162 0.2200
H 0.176 0.059 -0.211 0.3868
H -4.769 -2.521 4.172 0.2240
H -5.808 -3.922 3.701 0.2284
H -6.042 -2.264 3.041 0.2220
H -0.003 0.887 -2.464 0.2197
H 0.997 2.107 -3.201 0.2001
H 2.844 -0.901 -0.954 0.2251
H 2.383 0.494 -0.066 0.2137
H 2.405 0.229 -3.063 0.2177
```

Computed properties:
LUMO   -0.001 Eh
Total charge   0
SMILES   Cc1ccc(/C=C/C(=O)NC[C@H]2COc3ccccc3O2)o1
Gap between HOMO and LUMO   8.0 eV
Energy above the lowest of the compared OMol25 structures with the same formula, charge and spin   504.6 kJ/mol

Computed, not measured: a structure of composition C17H18BBrN6O2Ti, with ωB97M-V/def2-TZVPD.

Structure (XYZ):
```
46
Properties=species:S:1:pos:R:3:mulliken_spin:R:1
C 2.816 -0.337 -0.727 0.0036
N 1.516 -0.393 -1.127 0.0057
N 1.542 -0.310 -2.512 0.0005
C 2.810 -0.265 -2.958 0.0000
C 3.660 -0.283 -1.852 0.0020
B 0.233 -0.186 -3.320 0.0146
N -0.722 -1.373 -2.982 -0.0100
N -1.062 -1.676 -1.674 -0.0285
C -1.934 -2.715 -1.716 0.0042
C -2.154 -3.068 -3.052 -0.0007
C -1.362 -2.212 -3.820 0.0017
Ti -0.404 -0.475 -0.053 1.0106
N -0.452 1.139 -2.850 0.0035
N -0.762 1.267 -1.511 -0.0104
C -1.223 2.529 -1.349 -0.0050
C -1.273 3.173 -2.591 0.0013
C -0.766 2.268 -3.513 0.0004
H -1.486 2.925 -0.386 -0.0008
H -0.615 2.325 -4.582 0.0000
H -1.631 4.158 -2.806 0.0001
H 0.455 -0.118 -4.499 0.0003
H -1.210 -2.127 -4.893 -0.0001
H 3.027 -0.228 -4.014 0.0000
H -2.809 -3.847 -3.394 0.0003
H 4.727 -0.260 -1.863 0.0002
H -2.350 -3.090 -0.795 0.0017
H 3.109 -0.329 0.306 -0.0016
H -2.836 -0.654 0.770 -0.0012
C -2.158 -1.434 1.168 0.0014
H -2.715 -2.375 1.107 -0.0008
H -1.232 -1.810 0.574 -0.0141
H -1.944 -1.250 2.227 0.0007
Br 0.689 3.276 2.440 0.3013
C 0.657 1.934 3.781 0.2413
C 0.866 2.223 5.131 0.0639
C 0.926 1.175 6.071 0.0228
C 0.830 -0.167 5.680 0.2157
C 0.624 -0.479 4.342 0.0652
C 0.531 0.570 3.431 0.0577
C 0.293 0.229 2.054 0.0409
O 0.843 -0.800 1.484 0.0006
O -0.571 0.880 1.342 0.0037
H 0.971 3.258 5.446 -0.0016
H 1.093 1.414 7.121 0.0058
H 0.905 -0.983 6.398 -0.0023
H 0.547 -1.500 3.964 0.0051
```

Computed properties:
LUMO (spin up / spin down)   -0.271 / -0.418 Eh
Total charge   +2
2S+1   3
⟨S²⟩   2.0220
Gap between HOMO and LUMO (spin up / spin down)   6.9 / 2.9 eV
Energy above the lowest of the compared OMol25 structures with the same formula, charge and spin   111.8 kJ/mol

Computed, not measured: a structure of composition C17H18BF24N2O4S2, with ωB97M-V/def2-TZVPD.

Structure (XYZ):
```
68
Properties=species:S:1:pos:R:3:nbo_charge:R:1
C 3.174 0.301 -4.011 -0.7310
S 2.453 1.216 -5.461 0.7222
N 0.815 0.644 -5.579 -0.5865
C 0.147 1.615 -6.129 0.1541
S -1.147 2.569 -6.456 0.2965
B 2.568 3.033 -4.987 0.8198
N 3.707 3.792 -5.557 -1.0236
O 1.702 3.729 -4.121 -0.8313
H 3.232 -0.782 -4.325 0.2874
H 2.406 0.389 -3.177 0.2779
H 4.173 0.699 -3.688 0.2850
H 4.254 3.203 -6.201 0.3958
H 4.315 4.058 -4.768 0.4220
H 0.861 3.259 -3.974 0.5067
C -0.496 -1.313 -0.140 -0.1422
C 0.253 -1.506 -1.479 0.5959
C 0.162 -2.894 -2.115 0.5151
F 0.709 -3.847 -1.346 -0.3083
F 0.846 -2.910 -3.290 -0.3338
F 1.547 -1.128 -1.321 -0.3262
F -0.293 -0.620 -2.363 -0.3339
O 0.284 -1.387 1.060 -0.5081
C 0.493 -2.651 1.645 0.8465
C 1.977 -3.020 1.704 0.4990
F 2.520 -3.082 0.470 -0.3200
F 2.151 -4.240 2.266 -0.3175
F -0.252 -3.577 1.023 -0.3123
F 0.009 -2.564 2.903 -0.3174
H -0.859 -0.282 -0.150 0.2333
H -1.400 -1.923 -0.077 0.2203
H -0.875 -3.166 -2.326 0.1535
H 2.541 -2.286 2.285 0.1600
C -4.693 4.404 -2.130 -0.1409
C -3.819 3.135 -1.993 0.5953
C -3.093 2.666 -3.254 0.5209
F -3.943 2.322 -4.236 -0.3157
F -2.346 1.561 -2.993 -0.3342
F -4.570 2.140 -1.474 -0.3050
F -2.865 3.417 -1.059 -0.3272
O -6.103 4.210 -2.292 -0.5039
C -6.606 4.026 -3.593 0.8456
C -7.291 2.667 -3.760 0.4998
F -6.428 1.651 -3.542 -0.3215
F -7.759 2.522 -5.021 -0.3161
F -5.637 4.238 -4.501 -0.3227
F -7.514 5.003 -3.783 -0.3102
H -4.611 4.923 -1.172 0.2380
H -4.293 5.109 -2.861 0.2092
H -2.415 3.436 -3.634 0.1290
H -8.124 2.562 -3.062 0.1613
C 2.357 -3.281 5.725 -0.1434
C 2.012 -3.978 7.062 0.5959
C 1.099 -3.209 8.018 0.5187
F 1.645 -2.053 8.434 -0.3189
F 0.868 -3.945 9.133 -0.3194
F 3.161 -4.335 7.678 -0.3082
F 1.377 -5.142 6.741 -0.3237
O 3.628 -2.619 5.652 -0.5140
C 3.715 -1.286 6.094 0.8461
C 4.691 -1.128 7.264 0.5020
F 4.300 -1.851 8.331 -0.3116
F 4.747 0.164 7.663 -0.3193
F 2.492 -0.806 6.365 -0.3148
F 4.171 -0.574 5.038 -0.3262
H 2.435 -4.080 4.982 0.2337
H 1.544 -2.648 5.363 0.2071
H 0.133 -2.992 7.555 0.1406
H 5.694 -1.452 6.981 0.1548
```

Computed properties:
LUMO   -0.201 Eh
Total charge   +1
Gap between HOMO and LUMO   7.6 eV

Computed, not measured: a structure of composition C17H18BN7O3PdS, with ωB97M-V/def2-TZVPD.

Structure (XYZ):
```
48
Properties=species:S:1:pos:R:3:mulliken_spin:R:1
C -0.717 -2.864 -0.178 0.0072
N -0.274 -1.803 -0.870 0.1485
N -0.830 -1.868 -2.132 0.0080
C -1.595 -2.988 -2.215 0.0378
C -1.556 -3.653 -0.991 0.0411
B -0.507 -0.828 -3.283 0.0151
N -1.057 0.645 -3.080 0.0061
N -0.573 1.512 -2.121 0.1163
C -1.217 2.680 -2.270 0.0028
C -2.119 2.598 -3.350 0.0350
C -1.981 1.297 -3.833 0.0342
Pd 0.292 0.209 -0.726 0.5414
N 1.033 -0.732 -3.396 -0.0070
N 1.693 -0.262 -2.310 -0.0171
C 3.003 -0.255 -2.604 0.0094
C 3.197 -0.733 -3.917 -0.0041
C 1.915 -1.026 -4.386 0.0137
H 3.729 0.089 -1.866 -0.0006
H 1.569 -1.418 -5.341 0.0000
H 4.139 -0.850 -4.451 -0.0003
H -0.994 -1.258 -4.306 -0.0004
H -2.469 0.788 -4.663 0.0004
H -2.106 -3.233 -3.146 0.0002
H -2.772 3.381 -3.734 0.0017
H -2.054 -4.585 -0.727 0.0021
H -0.994 3.510 -1.600 0.0005
H -0.407 -3.003 0.858 0.0026
H 0.810 2.343 0.648 -0.0096
C 0.398 2.974 1.452 0.0125
H 0.087 3.945 1.035 -0.0011
H -0.472 2.471 1.904 0.0039
H 1.169 3.136 2.223 0.0018
O 3.132 -0.892 2.649 0.1281
S 1.735 -1.375 3.066 -0.0510
O 1.566 -2.858 2.710 0.1163
N 0.919 -0.763 1.639 0.4704
C -0.088 0.004 1.875 0.0317
O -0.713 0.614 0.827 0.1954
C -0.330 0.228 3.313 0.0078
C -1.299 1.022 3.934 0.0117
C -1.281 1.134 5.337 -0.0083
C -0.308 0.457 6.096 0.0732
C 0.648 -0.345 5.460 -0.0120
C 0.614 -0.444 4.073 0.0359
H -2.040 1.555 3.356 -0.0019
H -2.011 1.755 5.838 0.0002
H -0.290 0.556 7.173 0.0005
H 1.405 -0.867 6.031 0.0001
```

Computed properties:
LUMO (spin up / spin down)   -0.327 / -0.411 Eh
Total charge   +2
2S+1   3
⟨S²⟩   2.0283
Gap between HOMO and LUMO (spin up / spin down)   6.4 / 4.1 eV
Energy above the lowest of the compared OMol25 structures with the same formula, charge and spin   110.7 kJ/mol

Computed, not measured: a structure of composition C17H18Br42IN4OP, with ωB97M-V/def2-TZVPD.

Structure (XYZ):
```
84
Properties=species:S:1:pos:R:3:lowdin_charge:R:1
C 0.719 2.640 4.246 -0.0809
C -0.725 2.690 3.906 -0.4353
N -1.194 3.843 3.420 0.1195
N -2.481 3.880 3.161 0.0563
C -3.173 2.763 3.351 -0.5520
P -4.967 2.955 2.911 0.4826
O -5.467 3.220 4.440 -0.3848
I -5.690 0.701 2.324 0.3941
N -2.706 1.598 3.796 -0.1027
N -1.421 1.578 4.110 0.0471
H 0.857 2.360 5.285 0.0538
H 1.183 3.595 4.022 0.0874
H 1.183 1.903 3.594 -0.0314
H -6.325 3.659 4.399 0.0440
C 2.639 -0.555 5.802 -1.5930
Br 3.702 0.518 4.611 0.5519
Br 2.104 0.436 7.361 0.5620
Br 1.130 -1.331 4.893 0.5747
H 3.266 -1.368 6.139 -0.0263
C -5.859 -1.851 -1.576 -1.5519
Br -5.795 -3.094 -0.114 0.5825
Br -4.284 -0.740 -1.606 0.6359
Br -6.137 -2.729 -3.262 0.6941
H -6.704 -1.199 -1.410 -0.0127
C -3.007 -2.859 4.159 -1.6003
Br -4.785 -3.284 3.561 0.5308
Br -1.683 -3.898 3.217 0.5310
Br -2.702 -0.971 3.987 0.6372
H -2.934 -3.126 5.203 -0.0260
C -6.249 -0.845 -5.198 -1.7402
Br -8.068 -1.253 -5.659 0.5543
Br -5.002 -1.996 -6.100 0.5836
Br -5.860 1.011 -5.516 0.5571
H -6.133 -1.023 -4.138 -0.2211
C 1.985 1.277 0.268 -1.5974
Br 0.368 1.131 1.298 0.6722
Br 2.658 -0.429 -0.316 0.5702
Br 1.727 2.453 -1.224 0.5715
H 2.734 1.720 0.911 -0.0268
C 7.618 -0.529 3.237 -1.6077
Br 8.080 -2.349 2.827 0.5745
Br 6.221 0.129 2.086 0.5156
Br 7.148 -0.330 5.087 0.5662
H 8.493 0.075 3.048 -0.0244
C -4.684 3.542 -9.070 -1.6298
Br -3.489 4.214 -7.719 0.5414
Br -4.536 1.637 -9.252 0.5746
Br -6.496 4.089 -8.740 0.5730
H -4.380 3.980 -10.010 -0.0303
C -11.613 -0.062 -7.770 -1.6440
Br -11.802 -1.139 -6.182 0.5558
Br -10.068 1.076 -7.688 0.5519
Br -11.617 -1.143 -9.358 0.5773
H -12.480 0.581 -7.819 -0.0327
C -2.232 1.481 -3.588 -1.6488
Br -0.784 0.233 -3.796 0.5710
Br -1.935 2.665 -2.102 0.5505
Br -2.580 2.449 -5.210 0.5095
H -3.120 0.904 -3.366 -0.1265
C 4.429 -4.126 -0.941 -1.6317
Br 5.657 -3.488 0.402 0.5241
Br 4.840 -3.431 -2.685 0.5583
Br 4.322 -6.040 -0.948 0.5623
H 3.448 -3.755 -0.674 -0.0524
C 0.967 -7.200 1.824 -1.6325
Br -0.842 -7.620 1.341 0.5817
Br 2.227 -8.303 0.884 0.5588
Br 1.343 -5.324 1.601 0.5508
H 1.076 -7.416 2.877 -0.0271
C 3.613 2.355 10.642 -1.6462
Br 1.750 2.578 10.211 0.5497
Br 4.103 0.500 10.749 0.5617
Br 4.738 3.319 9.420 0.5728
H 3.764 2.780 11.624 -0.0320
C 6.584 0.659 -2.964 -1.6185
Br 6.428 -0.488 -1.437 0.4986
Br 8.099 1.837 -2.819 0.5940
Br 6.618 -0.341 -4.607 0.5774
H 5.701 1.282 -2.990 -0.0279
C 11.587 1.511 -4.845 -1.6711
Br 12.829 2.137 -3.518 0.5659
Br 11.999 2.206 -6.589 0.5725
Br 11.463 -0.404 -4.855 0.5660
H 10.612 1.889 -4.573 -0.0827
```

Computed properties:
LUMO   -0.046 Eh
Total charge   0
Gap between HOMO and LUMO   7.8 eV